Entry from the OMol25 dataset: a molecular structure, C2HBrN2S2 at a distorted geometry (ωB97M-V/def2-TZVPD).

E_tot ... -96777.931 eV
Orbital gap ... 6.89 eV

Last column: Mulliken charge in e.
CARTESIAN COORDINATES (ANGSTROEM)
C -1.27614 -0.28643 -0.12714  -0.097
C 0.84308 0.36810 -0.16017  0.213
N 1.48939 -2.41333 0.44902  -0.286
N -0.42586 0.72677 0.03877  -0.082
S 2.25515 1.19305 0.04496  -0.226
S 0.70123 -1.62629 -0.45271  0.241
Br -3.05344 0.27779 -0.04379  -0.097
H -0.53342 1.76034 0.25106  0.334

***

Entry from the OMol25 dataset: 2 unconnected molecules or ions with the total composition C12H17N at a distorted geometry (ωB97M-V/def2-TZVPD).

E_tot ... -14199.846 eV
Spin multiplicity ... 2
Net charge ... +1
Orbital gap (alpha / beta) ... 9.17 / 5.51 eV

Last column: Löwdin spin population.
CARTESIAN COORDINATES (ANGSTROEM)
C 2.26434 1.58907 2.45971  0.037
C 1.40701 0.94343 -1.21918  0.015
C 1.74863 0.41949 0.15397  0.027
C 1.84467 1.53745 1.03875  0.198
C 1.77636 2.68407 0.27276  0.226
C 1.18899 0.14972 -2.36150  0.083
C 1.37246 -1.21627 -2.14463  0.114
C 1.64136 -1.75097 -0.86195  0.005
C 1.66630 -0.89745 0.20315  0.122
N 1.61376 2.26621 -1.08900  0.127
H 0.92806 0.63179 -3.31736  0.002
H 1.16175 -1.94917 -2.97702  0.003
H 1.20109 2.94810 -1.59820  0.002
H 1.78581 -2.79299 -0.68075  -0.002
H 1.94029 3.62898 0.70117  0.008
H 1.65909 -1.26126 1.23100  0.005
H 3.25493 2.07392 2.74966  0.013
H 2.31626 0.63051 3.02824  0.000
H 1.43082 2.14581 3.05445  0.015
C -3.18561 -0.82585 -0.28007  0.000
C -2.45196 -2.17851 -0.48591  0.000
C -3.06944 -0.12584 1.11160  0.000
H -4.34657 -1.02189 -0.57685  0.000
H -2.73295 -0.06197 -1.00295  0.000
H -2.19358 -2.82198 0.37668  0.000
H -3.19517 -2.90558 -1.02592  0.000
H -2.20882 0.51056 1.31401  0.000
H -3.41055 -0.93325 1.93797  0.000
H -1.55355 -2.03366 -1.14495  0.000
H -3.85378 0.61754 1.13313  0.000

***

Entry from the OMol25 dataset: a molecular structure, C45H55FeGeO2Se at a distorted geometry (ωB97M-V/def2-TZVPD).

E_tot ... -207898.104 eV
Spin multiplicity ... 5
Net charge ... +1
Orbital gap (alpha / beta) ... 7.00 / 7.06 eV

Last column: Löwdin spin population.
CARTESIAN COORDINATES (ANGSTROEM)
Fe 0.30406 -0.13234 -0.76688  3.596
C -3.75105 -2.59400 4.89832  0.000
C -3.22385 -3.64409 3.91069  0.000
C -2.04817 -4.39810 4.54815  0.000
C -4.34362 -4.64599 3.62835  0.000
C -2.74280 -2.94857 2.63704  0.005
C -1.73605 -2.00563 2.70709  0.001
C -1.27489 -1.40284 1.54469  0.010
Se 0.08782 -0.06972 1.81486  0.049
C 1.80011 -0.93676 1.83726  0.010
C 2.23023 -1.33099 3.10042  0.002
C 3.44580 -1.96837 3.23277  0.004
C 4.17979 -2.15655 2.05767  -0.001
C 3.78602 -1.76343 0.78582  0.005
C 2.53954 -1.11231 0.65535  0.011
O 2.08376 -0.65862 -0.50389  0.127
C 4.75710 -2.06083 -0.37380  0.001
C 5.08728 -3.56286 -0.37919  0.000
C 4.24130 -1.71221 -1.77454  0.001
C 6.04619 -1.25608 -0.14122  0.000
C 3.99451 -2.45960 4.56982  0.000
C 4.21813 -3.97662 4.49746  0.000
C 3.03194 -2.16752 5.72059  0.000
C 5.32873 -1.75934 4.86081  0.000
C -1.79910 -1.66666 0.27462  0.010
O -1.33711 -1.03899 -0.80559  0.118
C -2.85725 -2.59638 0.19709  0.006
C -3.27766 -3.20945 1.37168  -0.001
C -3.51176 -2.90669 -1.15451  0.001
C -4.64225 -3.93089 -1.01892  0.000
C -2.47159 -3.49010 -2.12272  0.000
C -4.12208 -1.62318 -1.74086  0.001
H -4.10122 -3.08003 5.81078  0.000
H -2.97667 -1.87842 5.18065  0.000
H -4.58451 -2.03797 4.46480  0.000
H -2.37568 -4.90484 5.45778  0.000
H -1.65120 -5.14785 3.86133  0.000
H -1.23452 -3.72199 4.81828  0.000
H -4.65083 -5.11548 4.56357  0.000
H -5.22220 -4.16101 3.19806  0.000
H -4.01676 -5.43863 2.95234  0.000
H -1.29566 -1.73693 3.66055  0.001
H 1.60181 -1.14032 3.96057  0.001
H 5.14031 -2.64782 2.14864  0.000
H 4.18248 -4.15540 -0.52749  0.000
H 5.77711 -3.78417 -1.19556  0.000
H 5.55826 -3.89170 0.54687  0.000
H 3.32098 -2.24331 -2.01490  0.000
H 4.05812 -0.64455 -1.88327  0.000
H 5.00437 -2.00751 -2.49798  0.000
H 6.52700 -1.51786 0.80221  0.000
H 6.75802 -1.45043 -0.94604  0.000
H 5.83126 -0.18487 -0.12504  0.000
H 3.28337 -4.49626 4.27823  0.000
H 4.94115 -4.24225 3.72480  0.000
H 4.60008 -4.34479 5.45142  0.000
H 2.07080 -2.66736 5.57857  0.000
H 3.45948 -2.53542 6.65377  0.000
H 2.85644 -1.09577 5.83932  0.000
H 6.07436 -1.97600 4.09429  0.000
H 5.19689 -0.67654 4.90820  0.000
H 5.72868 -2.09784 5.81842  0.000
H -4.07722 -3.92950 1.30287  0.000
H -4.28182 -4.88821 -0.63762  0.000
H -5.44193 -3.57295 -0.36721  0.000
H -5.07542 -4.11192 -2.00341  0.000
H -2.05856 -4.41863 -1.72364  0.000
H -2.94789 -3.71780 -3.07882  0.000
H -1.65391 -2.79477 -2.30069  0.000
H -4.87311 -1.21444 -1.05999  0.000
H -3.36404 -0.86284 -1.92123  0.000
H -4.61816 -1.85138 -2.68655  0.000
C 0.90691 2.99557 2.18713  0.002
Ge 0.18533 2.27868 0.53489  -0.016
C -1.67737 2.71242 0.34144  -0.003
C -1.98496 4.06282 0.16909  -0.001
C -3.30789 4.46126 0.04464  0.000
C -4.32379 3.51574 0.09710  0.000
C -4.02124 2.17296 0.27444  0.000
C -2.70007 1.76682 0.39538  -0.001
C 1.39584 2.33176 -0.95534  -0.004
C 2.69819 2.69624 -0.71623  -0.001
C 3.69084 2.52894 -1.69952  0.002
C 3.37968 1.93388 -2.88911  0.002
C 2.05394 1.52560 -3.17643  0.004
C 1.73012 0.84802 -4.37277  0.016
C 0.45404 0.41931 -4.62337  0.003
C -0.57199 0.70831 -3.70891  0.021
C -0.31030 1.39681 -2.54657  0.002
C 1.02982 1.77576 -2.22618  0.006
H 0.89118 4.08619 2.11704  0.000
H 1.92797 2.67569 2.39006  0.000
H 0.25175 2.69387 2.99998  0.000
H -1.20269 4.81391 0.12623  0.000
H -3.54375 5.50805 -0.09213  0.000
H -5.35524 3.82753 -0.00021  0.000
H -4.81267 1.43618 0.31689  0.000
H -2.47447 0.71618 0.51746  0.000
H 2.98344 3.09791 0.24890  0.000
H 4.70513 2.84183 -1.49164  0.000
H 4.14903 1.75410 -3.62974  0.000
H 2.52139 0.65486 -5.08685  0.001
H 0.23080 -0.12060 -5.53291  0.000
H -1.59064 0.40923 -3.92063  0.001
H -1.13380 1.72756 -1.92311  0.001

***

Entry from the OMol25 dataset: C4H7NS2 in the gas phase at a distorted geometry (ωB97M-V/def2-TZVPD).

SMILES string ... [H]/N=C\CCC(=S)S
E_tot ... -27420.081 eV
Orbital gap ... 8.47 eV

Last column: Mulliken charge in e.
CARTESIAN COORDINATES (ANGSTROEM)
C 1.07404 0.85288 -0.96085  -0.113
C 0.96462 -0.27017 -0.00556  -0.282
C -0.19791 -0.18345 1.06220  -1.500
C -1.45046 -0.23790 0.27972  0.573
N 0.45677 1.95222 -0.98891  -0.602
S -2.33512 1.09199 0.41978  -0.234
S -1.90388 -1.60414 -0.70813  -0.100
H 1.48099 0.57948 -1.93796  0.365
H 0.74872 -1.25551 -0.56754  0.229
H 1.92054 -0.50969 0.49935  0.367
H -0.06742 -1.08574 1.60193  0.419
H -0.06587 0.70040 1.57466  0.489
H 0.09009 2.06500 -0.05190  0.269
H -0.71511 -2.09538 -0.21679  0.121

***

Entry from the OMol25 dataset: a gas-phase ion, C8H17N3OS (charge +2) at a distorted geometry (ωB97M-V/def2-TZVPD).

E_tot ... -25901.399 eV
Spin multiplicity ... 3
Net charge ... +2
Orbital gap (alpha / beta) ... 8.72 / 5.05 eV

Last column: Löwdin spin population.
CARTESIAN COORDINATES (ANGSTROEM)
C -3.06772 -0.83106 -1.19546  0.008
C -0.90592 -0.46760 -0.05188  0.009
C -0.15750 0.41732 -2.16381  0.722
C 2.15588 -1.65998 -0.00733  0.001
C 0.81529 0.41154 3.19457  0.001
C -0.20532 3.11561 -2.05225  0.102
C 1.93161 -1.17599 1.46935  0.003
C 1.04637 0.12268 1.66745  0.002
N -1.97322 -1.21082 -0.40799  0.000
N -2.97148 0.18610 -1.92904  0.028
N -0.20199 -0.57732 1.06051  0.035
O -0.37686 0.56065 -0.82501  0.182
S 0.21477 1.73065 -3.10252  0.835
H -3.91862 -1.46921 -1.25129  0.001
H -0.33832 -0.54039 -2.70211  0.020
H 1.26420 -1.77799 -0.41450  0.001
H 2.81581 -0.90908 -0.62210  0.000
H 2.67963 -2.56259 0.19263  0.000
H 1.77721 0.86439 3.43215  0.000
H 0.66093 -0.64309 3.71479  0.000
H 0.06536 1.11977 3.21000  0.000
H 0.61678 3.62758 -1.87471  0.026
H -0.75128 2.75387 -1.29653  -0.002
H -0.81437 3.83635 -2.57963  0.024
H 2.89691 -0.94499 1.97448  0.001
H 1.52655 -2.05889 1.97566  0.000
H 1.30918 0.91706 1.12031  0.000
H -1.90882 -2.02839 0.16425  0.000
H -3.76841 0.54821 -2.41595  0.000
H -0.41663 -1.35438 1.71597  0.000

***

Entry from the OMol25 dataset: C19H31N3 in the gas phase (ωB97M-V/def2-TZVPD).

SMILES string ... CC(C)CCCN1C(Nc2ccccc2)=NC[C@@H]1CC(C)C
E_tot ... -24677.187 eV
Orbital gap ... 8.77 eV

Last column: Mulliken charge in e.
CARTESIAN COORDINATES (ANGSTROEM)
C -0.68906 4.51335 1.29681  -1.593
H -0.64762 4.31826 2.36645  0.312
H -0.63429 5.58866 1.14227  0.456
H -1.64717 4.16130 0.92100  0.381
C 0.46391 3.80722 0.58525  0.627
C 1.79747 4.34681 1.09701  -1.509
H 2.63300 3.92203 0.54688  0.378
H 1.83484 5.42803 0.98320  0.428
H 1.92122 4.10930 2.15165  0.317
C 0.34437 2.29283 0.78908  -0.394
C 1.29652 1.47944 -0.08281  -0.591
H 2.33178 1.72501 0.15836  0.501
H 1.13212 1.73393 -1.13249  0.164
C 1.13133 -0.03503 0.12085  -1.098
N -0.16710 -0.55628 -0.22619  0.814
C -1.29076 -0.41979 0.56104  -0.539
N -2.40952 -0.31736 -0.05034  -0.895
C -2.14063 -0.33441 -1.47040  -0.850
H -2.71500 -1.14321 -1.92614  0.436
H -2.47645 0.60955 -1.91289  0.320
C -0.61233 -0.55580 -1.61862  0.166
H -0.14253 0.27095 -2.16390  0.292
C -0.22191 -1.87939 -2.29066  -1.176
H -0.96294 -2.64363 -2.04688  0.432
H 0.73150 -2.20150 -1.86237  0.248
C -0.05336 -1.78529 -3.81029  0.808
C -1.36204 -1.44087 -4.51574  -1.418
H -2.11719 -2.19435 -4.30304  0.286
H -1.73767 -0.47416 -4.19276  0.298
H -1.20952 -1.40598 -5.59250  0.444
C 0.49807 -3.10422 -4.34972  -1.639
H 0.65025 -3.04295 -5.42487  0.440
H -0.19863 -3.91513 -4.14838  0.350
H 1.45028 -3.34620 -3.88271  0.387
H 0.67474 -0.99356 -4.02525  0.280
N -1.21664 -0.36740 1.93367  0.307
C -0.46809 -1.19999 2.75727  0.362
C 0.27073 -2.27725 2.26973  -0.018
C 1.01936 -3.05334 3.13460  -0.801
C 1.03904 -2.78081 4.49175  -0.495
C 0.28945 -1.72466 4.98414  -0.587
C -0.45848 -0.94081 4.12862  -0.482
H -1.04590 -0.11962 4.51419  0.400
H 0.28754 -1.51001 6.04281  0.383
H 1.62511 -3.39116 5.16176  0.384
H 1.58557 -3.88582 2.74291  0.387
H 0.24122 -2.51135 1.21699  0.435
H -2.05968 0.00628 2.34644  0.354
H 1.87283 -0.56004 -0.49168  0.269
H 1.32781 -0.27394 1.16794  0.512
H 0.52529 2.05467 1.84026  0.146
H -0.68102 1.99795 0.55555  0.284
H 0.39020 4.01975 -0.48782  0.300